Run 1
Molecular formula: C4H6S2
Method: DFT, ωB97M-V with the def2-TZVPD basis set

Its SMILES is CS/C=C/C=S. As for the frontier orbital gap: 7.9 eV.

Structure (ORCA input):
```
! RIJCOSX wB97M-V def2-TZVPD def2/J DEFGRID3
* xyz 0 1
C -2.46 0.36 0.08
S -1.36 -1.03 0.04
C 0.15 -0.16 -0.04
C 1.34 -0.80 -0.07
C 2.54 0.02 -0.03
S 4.11 -0.39 0.08
H -3.49 0.02 -0.02
H -2.28 0.95 -0.83
H -2.27 0.91 1.05
H 0.06 0.93 -0.11
H 1.44 -1.90 -0.05
H 2.24 1.08 -0.11
*
```

=====

Run 2
Molecular formula: C4H6S2
Method: DFT, ωB97M-V with the def2-TZVPD basis set

Its SMILES is C1SC[C@H]2S[C@@H]12. As for the frontier orbital gap: 9.2 eV.

Structure (ORCA input):
```
! RIJCOSX wB97M-V def2-TZVPD def2/J DEFGRID3
* xyz 0 1
C 0.59 -1.25 0.25
S 1.78 -0.06 -0.38
C 0.63 1.36 0.22
C -0.74 0.73 0.58
S -1.79 -0.02 -0.54
C -0.68 -0.71 0.69
H 1.11 -1.26 1.26
H 0.54 -2.09 -0.36
H 1.27 1.66 1.23
H 0.79 2.01 -0.64
H -1.22 1.42 1.28
H -1.14 -1.20 1.49
*
```

=====

Run 3
Molecular formula: C4H6S2
Method: DFT, ωB97M-V with the def2-TZVPD basis set

Its SMILES is S=C(S)C1CC1. As for the frontier orbital gap: 8.2 eV.

Structure (ORCA input):
```
! RIJCOSX wB97M-V def2-TZVPD def2/J DEFGRID3
* xyz 0 1
S 1.29 2.04 0.17
C 1.23 0.41 -0.11
S 2.54 -0.74 0.07
C -0.04 -0.34 -0.07
C -1.29 0.25 -0.65
C -1.26 -0.33 0.83
H 3.61 -0.05 -0.27
H 0.11 -1.34 -0.39
H -1.19 1.30 -0.70
H -1.81 -0.16 -1.56
H -1.45 0.27 1.71
H -1.72 -1.33 0.97
*
```

=====

Which structure is the least stable? The one labeled run 2.

=====

Run 1
Molecular formula: C3H11N3O
Method: DFT, ωB97M-V with the def2-TZVPD basis set

As for the frontier orbital gap: 9.4 eV.

Structure (ORCA input):
```
! RIJCOSX wB97M-V def2-TZVPD def2/J DEFGRID3
* xyz 0 1
C -1.25 0.63 1.51
C -1.26 -0.73 1.08
H -2.07 1.26 1.18
H -0.29 1.16 0.75
H -0.92 0.83 2.52
H -0.84 -1.48 1.74
H -2.11 -1.08 0.50
H -0.26 -0.70 0.11
C 0.77 -0.09 -0.58
N 1.98 -0.57 0.02
N 0.50 -0.53 -1.93
O -0.26 1.86 -1.28
N 0.55 1.23 -0.31
H -0.45 1.16 -1.94
H 1.84 -1.26 0.74
H 2.56 0.18 0.38
H 0.22 -1.50 -1.98
H 1.32 -0.39 -2.52
*
```

=====

Run 2
Molecular formula: C3H11N3O
Method: DFT, ωB97M-V with the def2-TZVPD basis set

Its SMILES is CN(C)C.NN=O. As for the frontier orbital gap (spin up / spin down): 8.8 / 8.8 eV.

Structure (ORCA input):
```
! RIJCOSX wB97M-V def2-TZVPD def2/J DEFGRID3
* xyz 0 1
C -0.66 1.55 0.07
N -0.14 0.18 0.13
C -0.71 -0.56 -1.44
C -0.66 -0.47 1.33
H -1.75 1.57 -0.01
H -0.28 2.04 -0.82
H -0.37 2.11 0.96
H -1.75 -0.80 -1.21
H -0.18 -1.48 -1.65
H -0.59 0.17 -2.23
H -1.75 -0.41 1.36
H -0.28 0.01 2.23
H -0.40 -1.53 1.33
N 2.11 -0.94 0.13
N 1.86 0.40 0.07
O 1.86 0.93 -1.08
H 1.26 -1.45 -0.17
H 2.43 -1.31 1.00
*
```

=====

Which structure is the least stable? The one labeled run 2.

=====

Run 1
Molecular formula: C3H11N3O
Method: DFT, ωB97M-V with the def2-TZVPD basis set

As for the frontier orbital gap (spin up / spin down): 7.3 / 7.3 eV.

Structure (ORCA input):
```
! RIJCOSX wB97M-V def2-TZVPD def2/J DEFGRID3
* xyz 0 1
C 1.70 -0.31 -0.04
N 2.17 -1.19 -1.06
O 1.35 0.94 -0.36
H 0.22 0.98 -0.36
H 3.17 -1.22 -1.15
H 1.71 -1.00 -1.95
H 2.33 -0.38 0.85
H 0.59 -0.81 0.32
C -0.76 -1.40 0.20
C -1.20 1.04 0.02
N -1.19 1.57 1.29
N -2.10 1.05 -0.85
H -1.90 2.26 1.53
H -0.29 1.73 1.70
H -2.95 1.58 -0.63
H -0.20 -2.32 0.33
H -1.14 -1.29 -0.81
H -1.51 -1.22 0.96
*
```

=====

Run 2
Molecular formula: C3H11N3O
Method: DFT, ωB97M-V with the def2-TZVPD basis set

Its SMILES is N=C(N)N.CCO. As for the frontier orbital gap: 9.9 eV.

Structure (ORCA input):
```
! RIJCOSX wB97M-V def2-TZVPD def2/J DEFGRID3
* xyz 0 1
N 2.07 -0.76 0.83
C 1.57 -1.42 -0.15
N 1.06 -2.71 -0.12
N 1.61 -0.88 -1.44
H 1.95 -1.31 1.68
H 0.69 -2.98 0.77
H 0.48 -2.97 -0.90
H 0.71 -0.91 -1.90
H 1.91 0.09 -1.37
C -0.40 1.88 0.44
C -1.74 1.40 -0.07
O -2.49 1.00 1.08
H 0.06 1.13 1.08
H 0.35 2.10 -0.32
H -0.57 2.82 0.97
H -1.60 0.50 -0.70
H -2.25 2.15 -0.67
H -3.39 0.85 0.79
*
```

=====

Which structure is the least stable? The one labeled run 1.

=====

Run 1
Molecular formula: C3H3N2O3
Method: DFT, ωB97M-V with the def2-TZVPD basis set

Its SMILES is O=C1NC([O-])NC1=O. As for the frontier orbital gap: 8.9 eV.

Structure (ORCA input):
```
! RIJCOSX wB97M-V def2-TZVPD def2/J DEFGRID3
* xyz -1 1
O 0.43 1.92 1.53
C 0.37 0.91 0.85
N 1.04 0.60 -0.28
C 0.18 -0.26 -1.24
O -0.51 0.37 -2.00
N -0.71 -0.98 0.05
C -0.55 -0.37 1.25
O -0.79 -0.90 2.32
H 1.19 1.38 -0.83
H 0.89 -1.10 -1.63
H -1.54 -1.57 -0.02
*
```

=====

Run 2
Molecular formula: C3H3N2O3
Method: DFT, ωB97M-V with the def2-TZVPD basis set

As for the frontier orbital gap: 8.1 eV.

Structure (ORCA input):
```
! RIJCOSX wB97M-V def2-TZVPD def2/J DEFGRID3
* xyz -1 1
C -1.97 0.03 -0.57
C -1.23 0.67 0.44
C -1.54 -1.24 -0.77
N -0.55 -1.42 0.34
N -0.18 -0.24 1.03
O -1.49 1.86 0.85
O -1.93 -2.30 -1.37
O 1.03 0.81 0.35
H -2.81 0.61 -0.81
H -0.04 -2.27 0.46
H 1.13 1.49 1.05
*
```

=====

Which structure is the least stable? The one labeled run 2.

=====

Run 1
Molecular formula: C11H18
Method: DFT, ωB97M-V with the def2-TZVPD basis set

Its SMILES is Cc1ccccc1.CC(C)C. As for the frontier orbital gap: 10.1 eV.

Structure (ORCA input):
```
! RIJCOSX wB97M-V def2-TZVPD def2/J DEFGRID3
* xyz 0 1
C 3.62 0.23 -0.25
C 2.42 1.06 0.08
C 2.03 1.17 1.42
C 1.09 2.08 1.85
C 0.33 2.67 0.83
C 0.54 2.44 -0.51
C 1.68 1.68 -0.90
H 4.06 -0.31 0.59
H 4.45 0.88 -0.53
H 3.44 -0.55 -1.00
H 2.66 0.65 2.14
H 0.90 2.30 2.89
H -0.49 3.28 1.22
H -0.14 2.74 -1.29
H 1.74 1.48 -1.96
C -0.71 -1.18 -0.04
C -1.89 -2.09 -0.28
C -2.99 -1.61 0.74
C -2.51 -1.79 -1.67
H 0.19 -1.39 -0.64
H -0.33 -1.05 0.97
H -0.86 -0.13 -0.32
H -1.59 -3.13 -0.37
H -2.48 -1.11 1.56
H -3.62 -0.82 0.32
H -3.61 -2.33 1.28
H -2.88 -0.77 -1.72
H -1.76 -1.92 -2.45
H -3.29 -2.48 -1.95
*
```

=====

Run 2
Molecular formula: C11H18
Method: DFT, ωB97M-V with the def2-TZVPD basis set

Its SMILES is Cc1ccccc1.CC(C)C. As for the frontier orbital gap: 9.8 eV.

Structure (ORCA input):
```
! RIJCOSX wB97M-V def2-TZVPD def2/J DEFGRID3
* xyz 0 1
C 0.33 -2.00 -2.12
C 1.04 -0.75 -1.81
C 0.79 0.50 -2.54
C 1.30 1.68 -2.07
C 2.29 1.61 -1.04
C 2.64 0.48 -0.35
C 2.02 -0.84 -0.83
H 0.96 -2.88 -2.47
H -0.34 -1.71 -2.86
H 0.02 -2.34 -1.10
H 0.06 0.57 -3.30
H 0.98 2.65 -2.41
H 2.79 2.52 -0.85
H 3.26 0.43 0.52
H 2.35 -1.77 -0.32
C -2.86 -0.29 1.84
C -1.60 0.49 1.40
C -0.84 1.31 2.48
C -0.65 -0.61 0.94
H -2.82 -0.69 2.77
H -3.02 -1.28 1.27
H -3.91 0.13 1.67
H -1.68 1.22 0.47
H -0.46 0.52 3.14
H -0.02 1.88 2.03
H -1.49 1.97 3.07
H 0.31 -0.56 1.40
H -0.89 -1.68 1.19
H -0.55 -0.56 -0.12
*
```

=====

Which structure is the least stable? The one labeled run 2.

=====

Run 1
Molecular formula: C11H18
Method: DFT, ωB97M-V with the def2-TZVPD basis set

Its SMILES is CCc1ccccc1.CCC. As for the frontier orbital gap: 10.1 eV.

Structure (ORCA input):
```
! RIJCOSX wB97M-V def2-TZVPD def2/J DEFGRID3
* xyz 0 1
C -1.14 0.89 -1.40
C -1.48 -0.71 -1.10
C -0.06 -1.42 -1.00
C 0.38 -1.99 -2.18
C 1.72 -2.39 -2.30
C 2.53 -2.48 -1.21
C 2.07 -1.86 -0.03
C 0.78 -1.53 0.10
H -1.38 1.55 -0.49
H -1.61 1.18 -2.25
H -0.10 1.07 -1.52
H -2.01 -0.83 -0.06
H -2.15 -1.18 -1.80
H -0.15 -1.63 -3.14
H 2.13 -2.74 -3.37
H 3.64 -2.69 -1.23
H 2.73 -1.70 0.82
H 0.61 -0.96 1.02
C -1.52 0.94 2.14
C -0.07 1.55 2.44
C 0.09 2.60 1.37
H -1.68 -0.17 2.39
H -1.80 1.28 1.05
H -2.31 1.61 2.55
H 0.00 2.00 3.45
H 0.81 0.85 2.46
H -0.36 3.51 1.86
H 1.00 2.79 0.92
H -0.68 2.46 0.52
*
```

=====

Run 2
Molecular formula: C11H18
Method: DFT, ωB97M-V with the def2-TZVPD basis set

Its SMILES is Cc1ccccc1.CC(C)C. As for the frontier orbital gap: 9.9 eV.

Structure (ORCA input):
```
! RIJCOSX wB97M-V def2-TZVPD def2/J DEFGRID3
* xyz 0 1
C -0.01 -2.82 -0.97
C -0.50 -1.51 -1.46
C 0.20 -0.58 -2.18
C -0.45 0.59 -2.62
C -1.78 0.86 -2.35
C -2.38 0.03 -1.38
C -1.82 -1.15 -1.00
H 0.50 -3.52 -1.63
H -0.61 -3.46 -0.32
H 0.85 -2.71 -0.27
H 1.27 -0.72 -2.32
H 0.10 1.33 -3.19
H -2.28 1.71 -2.78
H -3.32 0.34 -0.93
H -2.27 -1.78 -0.25
C 0.64 2.43 1.50
C 0.58 0.90 1.39
C 1.89 0.23 0.89
C 0.25 0.36 2.82
H 1.04 2.82 0.56
H 1.31 2.70 2.33
H -0.31 2.87 1.80
H -0.11 0.61 0.60
H 2.90 0.66 0.95
H 2.13 -0.60 1.58
H 1.70 -0.23 -0.07
H -0.26 -0.61 2.75
H 1.21 0.24 3.30
H -0.49 1.02 3.26
*
```

=====

Which structure is the least stable? The one labeled run 1.